1.
{
  "formula": "C6H6ClNO3S2",
  "method": "ωB97M-V/def2-TZVPD",
  "e_above_lowest_ev": 2.131,
  "spin_multiplicity": 1,
  "gap_ev": 6.704,
  "e_lumo_ev": -2.6,
  "species": ["C", "C", "C", "C", "C", "C", "N", "O", "O", "O", "S", "S", "Cl", "H", "H", "H", "H", "H", "H"],
  "xyz": [[-2.77, 0.02, 0.14], [-2.23, -0.51, 1.33], [-2.02, 0.11, -0.95], [-0.89, -0.78, 1.41], [-0.60, -0.20, -0.94], [-0.04, -0.65, 0.24], [2.50, 0.25, 0.37], [1.26, 2.55, -1.27], [1.90, -2.00, 1.36], [2.09, -1.69, -1.09], [3.31, 1.04, -0.59], [1.65, -1.21, 0.15], [4.33, 2.27, 0.58], [-3.85, 0.11, 0.17], [-2.77, -0.46, 2.25], [-2.34, 0.57, -1.92], [-0.36, -0.93, 2.25], [0.04, -0.31, -1.80], [0.78, 1.82, -1.68]]
}


2.
{
  "formula": "C32H28FeN6O3",
  "method": "ωB97M-V/def2-TZVPD",
  "e_above_lowest_ev": 0.000,
  "spin_multiplicity": 6,
  "gap_ev": [7.380, 5.871],
  "e_lumo_ev": [-2.5, -4.0],
  "charge": 1,
  "species": ["Fe", "C", "N", "C", "C", "C", "C", "C", "C", "N", "C", "C", "C", "C", "C", "C", "N", "C", "C", "C", "C", "C", "N", "H", "H", "H", "H", "H", "H", "H", "H", "H", "H", "H", "H", "H", "H", "H", "H", "H", "H", "O", "C", "C", "C", "C", "C", "C", "C", "O", "N", "N", "C", "C", "C", "C", "C", "C", "C", "O", "H", "H", "H", "H", "H", "H", "H", "H", "H", "H"],
  "xyz": [[0.25, 0.23, -0.35], [2.30, 2.28, 0.40], [1.09, 1.78, 1.08], [1.45, 1.20, 2.38], [0.73, -0.07, 2.72], [0.61, -0.44, 4.05], [0.07, -1.68, 4.36], [-0.32, -2.51, 3.32], [-0.18, -2.05, 2.03], [0.32, -0.85, 1.72], [0.07, 2.82, 1.22], [-0.56, 3.12, -0.12], [-1.30, 4.27, -0.36], [-1.89, 4.43, -1.60], [-1.70, 3.45, -2.57], [-0.94, 2.35, -2.26], [-0.38, 2.19, -1.06], [3.16, 1.13, -0.07], [4.47, 1.34, -0.48], [5.21, 0.26, -0.92], [4.62, -1.00, -0.92], [3.31, -1.11, -0.51], [2.59, -0.07, -0.09], [2.87, 2.94, 1.07], [2.00, 2.88, -0.46], [1.31, 1.94, 3.18], [2.52, 0.97, 2.38], [0.93, 0.23, 4.83], [-0.04, -1.99, 5.39], [-0.74, -3.49, 3.50], [-0.50, -2.67, 1.20], [0.48, 3.74, 1.66], [-0.70, 2.45, 1.90], [-1.42, 5.01, 0.42], [-2.49, 5.31, -1.81], [-2.14, 3.55, -3.55], [-0.76, 1.56, -2.97], [4.90, 2.34, -0.45], [6.23, 0.39, -1.24], [5.17, -1.87, -1.25], [2.81, -2.08, -0.50], [-3.55, 1.28, 1.83], [-4.09, 0.04, 1.83], [-5.21, -0.16, 2.62], [-5.82, -1.40, 2.65], [-5.32, -2.46, 1.89], [-4.21, -2.26, 1.10], [-3.57, -1.01, 1.06], [-2.36, -0.83, 0.25], [-1.75, 0.29, 0.24], [-1.89, -1.87, -0.46], [-0.73, -1.51, -1.05], [-0.28, -2.40, -1.91], [0.77, -2.15, -2.80], [1.22, -3.21, -3.66], [2.17, -2.99, -4.61], [2.71, -1.68, -4.77], [2.30, -0.65, -3.99], [1.33, -0.84, -2.96], [0.97, 0.14, -2.22], [-2.81, 1.26, 1.19], [-5.59, 0.66, 3.20], [-6.70, -1.55, 3.27], [-5.81, -3.43, 1.91], [-3.81, -3.06, 0.50], [-0.82, -3.35, -1.97], [0.78, -4.19, -3.54], [2.51, -3.79, -5.25], [3.46, -1.52, -5.54], [2.71, 0.35, -4.11]]
}


3.
{
  "formula": "CH4Cl3N2OPS",
  "method": "ωB97M-V/def2-TZVPD",
  "smiles": "NP(N)(=O)Cl.S=C(Cl)Cl",
  "spin_multiplicity": 1,
  "gap_ev": 8.572,
  "e_lumo_ev": -1.3,
  "species": ["N", "P", "N", "O", "Cl", "H", "H", "H", "H", "S", "C", "Cl", "Cl"],
  "xyz": [[1.72, -0.12, -0.99], [1.18, 0.87, 0.31], [1.04, -0.02, 1.73], [2.13, 1.96, 0.58], [-0.58, 1.83, -0.18], [2.09, 0.29, -1.80], [1.09, -0.82, -1.29], [1.22, 0.48, 2.63], [0.59, -0.89, 1.85], [-1.01, -1.09, -1.03], [-2.57, -0.87, -0.76], [-3.57, 0.10, -1.64], [-3.33, -1.71, 0.60]]
}


4.
{
  "formula": "C3H7NO2",
  "method": "ωB97M-V/def2-TZVPD",
  "smiles": "[H]/N=C/OCCO",
  "e_above_lowest_ev": 2.412,
  "spin_multiplicity": 1,
  "gap_ev": 10.743,
  "e_lumo_ev": 0.9,
  "species": ["H", "N", "C", "O", "C", "C", "O", "H", "H", "H", "H", "H", "H"],
  "xyz": [[-2.49, 0.26, 0.52], [-1.68, 0.36, -0.10], [-0.79, 1.14, 0.37], [0.39, 1.38, -0.23], [1.14, 0.22, -0.67], [0.71, -0.94, 0.24], [-0.28, -1.71, -0.35], [-0.92, 1.73, 1.28], [2.19, 0.51, -0.59], [0.92, 0.00, -1.72], [0.31, -0.39, 1.12], [1.53, -1.55, 0.63], [-1.03, -1.03, -0.50]]
}


What did the second record say?
{
  "formula": "C32H28FeN6O3",
  "method": "ωB97M-V/def2-TZVPD",
  "e_above_lowest_ev": 0.000,
  "spin_multiplicity": 6,
  "gap_ev": [7.380, 5.871],
  "e_lumo_ev": [-2.5, -4.0],
  "charge": 1,
  "species": ["Fe", "C", "N", "C", "C", "C", "C", "C", "C", "N", "C", "C", "C", "C", "C", "C", "N", "C", "C", "C", "C", "C", "N", "H", "H", "H", "H", "H", "H", "H", "H", "H", "H", "H", "H", "H", "H", "H", "H", "H", "H", "O", "C", "C", "C", "C", "C", "C", "C", "O", "N", "N", "C", "C", "C", "C", "C", "C", "C", "O", "H", "H", "H", "H", "H", "H", "H", "H", "H", "H"],
  "xyz": [[0.25, 0.23, -0.35], [2.30, 2.28, 0.40], [1.09, 1.78, 1.08], [1.45, 1.20, 2.38], [0.73, -0.07, 2.72], [0.61, -0.44, 4.05], [0.07, -1.68, 4.36], [-0.32, -2.51, 3.32], [-0.18, -2.05, 2.03], [0.32, -0.85, 1.72], [0.07, 2.82, 1.22], [-0.56, 3.12, -0.12], [-1.30, 4.27, -0.36], [-1.89, 4.43, -1.60], [-1.70, 3.45, -2.57], [-0.94, 2.35, -2.26], [-0.38, 2.19, -1.06], [3.16, 1.13, -0.07], [4.47, 1.34, -0.48], [5.21, 0.26, -0.92], [4.62, -1.00, -0.92], [3.31, -1.11, -0.51], [2.59, -0.07, -0.09], [2.87, 2.94, 1.07], [2.00, 2.88, -0.46], [1.31, 1.94, 3.18], [2.52, 0.97, 2.38], [0.93, 0.23, 4.83], [-0.04, -1.99, 5.39], [-0.74, -3.49, 3.50], [-0.50, -2.67, 1.20], [0.48, 3.74, 1.66], [-0.70, 2.45, 1.90], [-1.42, 5.01, 0.42], [-2.49, 5.31, -1.81], [-2.14, 3.55, -3.55], [-0.76, 1.56, -2.97], [4.90, 2.34, -0.45], [6.23, 0.39, -1.24], [5.17, -1.87, -1.25], [2.81, -2.08, -0.50], [-3.55, 1.28, 1.83], [-4.09, 0.04, 1.83], [-5.21, -0.16, 2.62], [-5.82, -1.40, 2.65], [-5.32, -2.46, 1.89], [-4.21, -2.26, 1.10], [-3.57, -1.01, 1.06], [-2.36, -0.83, 0.25], [-1.75, 0.29, 0.24], [-1.89, -1.87, -0.46], [-0.73, -1.51, -1.05], [-0.28, -2.40, -1.91], [0.77, -2.15, -2.80], [1.22, -3.21, -3.66], [2.17, -2.99, -4.61], [2.71, -1.68, -4.77], [2.30, -0.65, -3.99], [1.33, -0.84, -2.96], [0.97, 0.14, -2.22], [-2.81, 1.26, 1.19], [-5.59, 0.66, 3.20], [-6.70, -1.55, 3.27], [-5.81, -3.43, 1.91], [-3.81, -3.06, 0.50], [-0.82, -3.35, -1.97], [0.78, -4.19, -3.54], [2.51, -3.79, -5.25], [3.46, -1.52, -5.54], [2.71, 0.35, -4.11]]
}